# 1
{"formula": "C48H40AsIIrO4P2S4Sb", "method": "ωB97M-V/def2-TZVPD", "elements": ["Ir", "S", "Sb", "S", "S", "I", "C", "C", "C", "C", "C", "C", "C", "C", "C", "P", "C", "C", "C", "C", "C", "C", "C", "C", "C", "C", "C", "C", "C", "H", "H", "H", "H", "H", "H", "H", "H", "H", "H", "H", "H", "H", "H", "H", "H", "C", "C", "As", "C", "C", "C", "C", "C", "C", "C", "C", "C", "C", "C", "C", "P", "C", "C", "C", "C", "C", "C", "C", "C", "C", "C", "C", "C", "H", "H", "H", "H", "H", "H", "H", "H", "H", "H", "H", "H", "H", "H", "H", "H", "H", "H", "H", "H", "H", "H", "H", "H", "O", "S", "O", "O", "O"], "positions_angstrom": [[-1.279, 0.674, 0.612], [-6.128, 1.664, -0.782], [-4.855, 0.333, 0.449], [-2.909, 0.169, -0.995], [-2.114, -1.046, 1.983], [1.856, 2.257, -3.110], [2.675, 2.242, -1.188], [3.897, 1.631, -1.081], [4.767, 1.932, -0.021], [4.443, 2.955, 0.818], [3.188, 3.601, 0.726], [2.958, 4.768, 1.499], [1.810, 5.471, 1.340], [0.763, 4.908, 0.578], [0.869, 3.713, -0.089], [-0.749, 2.847, -0.458], [-1.996, 3.886, 0.413], [-1.843, 4.325, 1.732], [-2.878, 4.965, 2.389], [-4.097, 5.154, 1.752], [-4.276, 4.683, 0.463], [-3.234, 4.051, -0.203], [-1.169, 3.288, -2.186], [-1.642, 2.385, -3.123], [-1.927, 2.801, -4.415], [-1.730, 4.124, -4.780], [-1.263, 5.038, -3.843], [-0.992, 4.622, -2.551], [2.198, 3.143, -0.189], [4.232, 0.977, -1.875], [5.718, 1.423, 0.059], [5.147, 3.306, 1.562], [3.741, 5.109, 2.166], [1.647, 6.409, 1.853], [-0.183, 5.424, 0.602], [-0.925, 4.129, 2.270], [-2.741, 5.284, 3.414], [-4.911, 5.643, 2.270], [-5.233, 4.783, -0.030], [-3.411, 3.668, -1.198], [-1.784, 1.353, -2.848], [-2.302, 2.087, -5.137], [-1.949, 4.446, -5.790], [-1.113, 6.073, -4.119], [-0.632, 5.342, -1.828], [-0.176, -2.527, 0.108], [-1.473, -2.954, -0.555], [-1.996, -4.838, -0.232], [-0.272, -5.668, -0.629], [0.138, -6.829, 0.021], [1.328, -7.454, -0.329], [2.122, -6.929, -1.338], [1.715, -5.782, -2.004], [0.524, -5.160, -1.655], [-1.949, -4.766, 1.719], [-3.183, -4.584, 2.341], [-3.263, -4.377, 3.711], [-2.108, -4.361, 4.477], [-0.875, -4.566, 3.871], [-0.796, -4.768, 2.501], [0.298, -0.765, -0.111], [1.799, -0.694, 0.922], [2.023, 0.419, 1.727], [3.086, 0.446, 2.618], [3.948, -0.634, 2.708], [3.744, -1.746, 1.903], [2.672, -1.782, 1.025], [0.836, -0.865, -1.849], [2.149, -1.200, -2.175], [2.502, -1.463, -3.491], [1.550, -1.392, -4.497], [0.240, -1.068, -4.179], [-0.117, -0.814, -2.864], [0.653, -3.098, -0.312], [-0.201, -2.711, 1.179], [-1.422, -2.834, -1.639], [-2.326, -2.354, -0.231], [-0.473, -7.252, 0.810], [1.633, -8.355, 0.188], [3.051, -7.415, -1.608], [2.322, -5.369, -2.800], [0.222, -4.266, -2.191], [-4.090, -4.592, 1.746], [-4.228, -4.223, 4.178], [-2.166, -4.191, 5.544], [0.029, -4.557, 4.465], [0.173, -4.921, 2.042], [1.355, 1.264, 1.684], [3.230, 1.317, 3.244], [4.773, -0.615, 3.409], [4.408, -2.598, 1.969], [2.530, -2.672, 0.427], [2.905, -1.252, -1.407], [3.527, -1.717, -3.729], [1.828, -1.591, -5.523], [-0.514, -1.019, -4.955], [-1.150, -0.597, -2.626], [-2.324, -0.087, 3.416], [-2.041, 1.428, 3.098], [-2.324, 2.173, 4.268], [-2.858, 1.719, 1.885], [-0.630, 1.470, 2.610]], "forces_ev_per_a": [[-0.3, 0.3, -0.1], [-0.1, 0.0, 0.0], [0.0, 0.0, 0.0], [0.0, 0.1, 0.1], [0.1, -0.2, 0.1], [0.0, -0.1, 0.0], [0.0, 0.1, 0.0], [0.0, 0.0, 0.0], [0.0, 0.0, 0.0], [0.0, 0.0, 0.0], [0.0, 0.0, 0.0], [0.0, 0.0, 0.0], [0.0, 0.0, 0.0], [0.0, 0.1, 0.0], [0.1, -0.1, 0.0], [-0.1, 0.0, 0.0], [0.0, 0.0, 0.0], [0.0, -0.1, 0.0], [0.0, 0.0, 0.0], [0.0, 0.0, 0.0], [0.0, 0.0, 0.0], [0.1, 0.0, 0.0], [0.1, 0.1, 0.1], [0.0, -0.1, 0.0], [0.0, 0.0, 0.0], [0.0, 0.0, 0.0], [0.0, 0.0, 0.0], [0.0, 0.0, 0.0], [0.0, 0.0, 0.0], [0.0, 0.0, 0.0], [0.0, 0.0, 0.0], [0.0, 0.0, 0.0], [0.0, 0.0, 0.0], [0.0, 0.0, 0.0], [0.0, 0.0, 0.0], [0.0, 0.0, 0.0], [0.0, 0.0, 0.0], [0.0, 0.0, 0.0], [0.0, 0.0, 0.0], [0.0, 0.0, 0.0], [0.0, 0.1, 0.0], [0.0, 0.0, 0.0], [0.0, 0.0, 0.0], [0.0, 0.0, 0.0], [0.0, 0.0, 0.0], [0.0, 0.0, 0.0], [0.0, -0.1, 0.0], [0.0, 0.0, 0.0], [0.0, 0.0, 0.0], [0.0, 0.0, 0.0], [0.0, 0.0, 0.0], [0.0, 0.0, 0.0], [0.0, 0.0, 0.0], [0.0, 0.0, 0.0], [0.0, 0.0, 0.0], [0.0, 0.0, 0.0], [0.0, 0.0, 0.0], [0.0, 0.0, 0.0], [0.0, 0.0, 0.0], [0.0, 0.0, 0.0], [0.0, -0.2, 0.0], [0.0, 0.0, 0.1], [0.0, 0.0, 0.0], [0.0, 0.0, 0.0], [0.0, 0.0, 0.0], [0.0, 0.0, 0.0], [0.0, 0.0, 0.0], [0.0, 0.0, 0.0], [0.0, 0.0, 0.0], [0.0, 0.0, 0.1], [0.0, 0.0, 0.0], [0.0, 0.0, 0.0], [0.0, -0.1, 0.0], [0.0, 0.0, 0.0], [0.0, 0.0, 0.1], [0.0, 0.1, 0.0], [0.0, -0.1, 0.0], [0.0, 0.0, 0.0], [0.0, 0.0, 0.0], [0.0, 0.0, 0.0], [0.0, 0.0, 0.0], [0.0, 0.0, 0.0], [0.0, 0.0, 0.0], [0.0, 0.0, 0.0], [0.0, 0.0, 0.0], [0.0, 0.0, 0.0], [0.0, 0.0, 0.0], [0.0, 0.0, 0.0], [0.0, 0.0, 0.0], [0.0, 0.0, 0.0], [0.0, 0.0, 0.0], [0.0, 0.0, 0.0], [0.0, 0.0, 0.0], [0.0, 0.0, 0.0], [0.0, 0.0, 0.0], [0.0, 0.0, 0.0], [0.0, 0.0, 0.0], [0.0, 0.0, 0.0], [0.2, 0.0, 0.1], [0.0, 0.0, 0.0], [0.0, -0.1, -0.1], [0.0, 0.1, 0.0]], "de_lowest_ev": 1.273, "multiplicity": 1, "gap_ev": 7.032, "homo_energy_ev": -7.73, "lumo_energy_ev": -0.70}

=====

# 2
{"formula": "C48H40Cl5CoN3OP3S", "method": "ωB97M-V/def2-TZVPD", "elements": ["Co", "O", "S", "C", "C", "C", "C", "C", "C", "P", "C", "C", "C", "C", "C", "C", "C", "C", "C", "C", "C", "C", "C", "C", "C", "C", "C", "C", "P", "C", "C", "C", "C", "C", "C", "C", "C", "C", "C", "C", "C", "H", "H", "H", "H", "H", "H", "H", "H", "H", "H", "H", "H", "H", "H", "H", "H", "H", "H", "H", "H", "H", "H", "H", "H", "H", "H", "H", "H", "Cl", "C", "C", "C", "Cl", "C", "Cl", "C", "Cl", "C", "Cl", "C", "N", "C", "N", "C", "N", "C", "P", "C", "C", "H", "H", "H", "H", "H", "H", "H", "H", "H", "H", "H", "H"], "positions_angstrom": [[0.244, 0.145, -0.368], [-1.676, 2.071, 1.379], [-0.893, 0.846, 1.447], [-1.979, -0.418, 2.100], [-2.960, -0.015, 2.999], [-3.742, -0.990, 3.591], [-3.555, -2.335, 3.280], [-2.624, -2.713, 2.328], [-1.833, -1.740, 1.718], [-0.988, -2.018, 0.140], [-0.317, -3.696, 0.231], [0.079, -4.180, 1.478], [0.616, -5.453, 1.600], [0.770, -6.253, 0.478], [0.381, -5.780, -0.769], [-0.164, -4.512, -0.893], [-2.508, -2.074, -0.888], [-3.255, -0.895, -0.947], [-4.506, -0.871, -1.540], [-5.043, -2.036, -2.068], [-4.341, -3.226, -1.958], [-3.091, -3.253, -1.356], [0.309, 0.823, 2.779], [-0.092, 1.132, 4.069], [0.818, 0.993, 5.103], [2.097, 0.512, 4.852], [2.495, 0.228, 3.555], [1.611, 0.423, 2.493], [2.154, 0.301, 0.767], [3.233, -1.143, 0.797], [2.797, -2.298, 1.446], [3.591, -3.431, 1.466], [4.836, -3.414, 0.848], [5.290, -2.258, 0.228], [4.495, -1.120, 0.204], [3.337, 1.630, 0.392], [3.408, 2.199, -0.874], [4.386, 3.140, -1.171], [5.298, 3.519, -0.201], [5.234, 2.954, 1.068], [4.263, 2.015, 1.364], [-3.115, 1.035, 3.210], [-4.509, -0.705, 4.299], [-4.174, -3.085, 3.755], [-2.543, -3.749, 2.025], [-0.070, -3.582, 2.370], [0.900, -5.827, 2.576], [1.185, -7.248, 0.574], [0.496, -6.402, -1.647], [-0.441, -4.152, -1.875], [-2.895, 0.016, -0.491], [-5.064, 0.057, -1.576], [-6.019, -2.022, -2.534], [-4.775, -4.147, -2.327], [-2.599, -4.204, -1.236], [-1.097, 1.479, 4.273], [0.521, 1.235, 6.115], [2.790, 0.366, 5.670], [3.494, -0.143, 3.368], [1.832, -2.312, 1.937], [3.244, -4.326, 1.965], [5.460, -4.298, 0.865], [6.269, -2.236, -0.233], [4.868, -0.220, -0.267], [2.671, 1.956, -1.624], [4.421, 3.584, -2.158], [6.054, 4.260, -0.427], [5.939, 3.252, 1.832], [4.227, 1.604, 2.362], [-1.316, 0.793, -2.383], [-0.368, 2.201, -2.005], [0.298, 2.105, -0.808], [0.708, 3.332, -0.277], [1.166, 3.515, 1.378], [0.667, 4.504, -1.044], [1.274, 5.979, -0.418], [0.132, 4.496, -2.336], [0.113, 5.911, -3.290], [-0.460, 3.330, -2.804], [-1.284, 3.278, -4.302], [1.839, -3.344, -4.100], [1.240, -2.126, -4.636], [2.295, -1.259, -5.161], [3.305, -0.934, -4.159], [3.863, -2.177, -3.629], [2.847, -3.073, -3.079], [2.247, -2.516, -1.873], [1.402, -0.885, -2.181], [0.411, -1.419, -3.687], [2.792, -0.063, -3.113], [2.311, -3.881, -4.923], [1.057, -3.977, -3.678], [1.851, -0.342, -5.550], [2.787, -1.779, -5.982], [4.594, -1.946, -2.853], [4.371, -2.691, -4.445], [3.019, -2.400, -1.127], [1.519, -3.219, -1.479], [0.021, -0.530, -4.175], [-0.436, -2.029, -3.358], [3.600, 0.197, -2.431], [2.422, 0.861, -3.568]], "forces_ev_per_a": [[-0.4, 0.1, -0.3], [0.0, 0.1, 0.1], [0.0, -0.3, -0.1], [-0.1, 0.0, 0.1], [0.1, 0.0, 0.0], [-0.1, 0.0, 0.1], [0.0, 0.0, 0.0], [-0.1, 0.1, 0.0], [0.2, 0.2, 0.0], [0.2, 0.4, -0.5], [0.0, -0.1, 0.1], [-0.1, -0.1, 0.0], [0.0, 0.0, 0.0], [0.0, 0.0, 0.0], [0.0, 0.0, 0.0], [0.0, 0.0, 0.1], [-0.2, -0.2, 0.2], [-0.2, 0.0, 0.0], [0.1, 0.0, 0.0], [-0.1, 0.0, 0.0], [0.0, 0.0, 0.0], [0.2, 0.1, -0.1], [0.1, 0.0, 0.0], [0.0, 0.0, 0.0], [0.0, 0.0, 0.1], [0.0, 0.0, 0.0], [0.0, 0.0, 0.0], [-0.1, 0.1, 0.0], [-0.2, -0.1, 0.0], [0.0, -0.1, 0.2], [0.0, 0.0, -0.1], [0.0, 0.0, 0.0], [0.0, 0.0, 0.0], [0.0, 0.0, 0.0], [0.0, 0.0, 0.0], [-0.1, 0.0, 0.0], [-0.1, 0.1, 0.0], [0.0, 0.0, 0.0], [0.0, 0.0, 0.0], [0.0, 0.0, 0.0], [0.0, 0.0, 0.0], [0.0, 0.0, 0.0], [0.0, 0.0, 0.0], [0.0, 0.0, 0.0], [0.0, 0.0, 0.0], [0.1, 0.0, 0.0], [0.0, 0.0, 0.0], [0.0, 0.0, 0.0], [0.0, 0.0, 0.0], [-0.1, 0.0, 0.0], [0.0, 0.0, 0.0], [0.0, 0.0, 0.0], [0.0, 0.0, 0.0], [0.0, 0.0, 0.0], [0.1, -0.1, 0.0], [0.0, 0.0, 0.0], [0.0, 0.0, 0.0], [0.0, 0.0, 0.0], [0.0, 0.0, 0.0], [0.0, 0.0, 0.0], [0.0, 0.0, 0.0], [0.0, 0.0, 0.0], [0.0, 0.0, 0.0], [0.0, 0.0, 0.0], [0.0, 0.0, 0.0], [0.0, 0.0, 0.0], [0.0, 0.0, 0.0], [0.0, 0.0, 0.0], [0.0, 0.0, 0.0], [0.1, -0.3, 0.2], [0.0, 0.1, -0.2], [0.3, 0.0, 0.2], [0.0, 0.1, 0.0], [0.1, -0.1, -0.1], [0.0, 0.0, 0.0], [0.0, -0.1, 0.0], [0.0, 0.0, 0.1], [0.0, 0.0, 0.0], [0.0, 0.0, -0.1], [0.0, -0.1, 0.0], [0.0, 0.1, 0.0], [0.0, 0.0, 0.0], [0.0, 0.0, 0.0], [0.0, 0.0, 0.0], [0.0, 0.0, 0.0], [-0.1, 0.1, 0.0], [0.0, -0.1, -0.1], [0.2, 0.0, 0.1], [0.0, 0.0, 0.2], [0.0, 0.0, -0.1], [0.0, 0.0, 0.0], [0.0, 0.0, 0.0], [0.0, 0.0, 0.0], [0.0, 0.0, 0.0], [0.0, 0.0, 0.0], [0.0, 0.0, 0.0], [0.0, 0.0, 0.0], [0.1, 0.1, 0.0], [-0.1, 0.1, 0.0], [0.0, 0.0, 0.0], [0.0, 0.0, 0.0], [0.0, 0.0, 0.1]], "multiplicity": 1, "gap_ev": [6.773, 6.768], "total_charge": 2, "homo_energy_ev": [-13.22, -13.22], "lumo_energy_ev": [-6.45, -6.45]}

=====

# 3
{"formula": "C48H40CrNO3Si", "method": "ωB97M-V/def2-TZVPD", "elements": ["C", "C", "C", "C", "Si", "C", "C", "C", "C", "C", "C", "C", "C", "C", "C", "C", "C", "C", "C", "C", "C", "N", "C", "C", "C", "C", "C", "C", "C", "C", "C", "C", "H", "H", "H", "H", "H", "H", "H", "H", "H", "H", "H", "H", "H", "H", "H", "H", "H", "H", "H", "H", "H", "H", "H", "H", "H", "H", "H", "H", "H", "O", "C", "Cr", "C", "O", "C", "O", "C", "C", "C", "C", "C", "C", "C", "C", "C", "C", "C", "C", "C", "C", "C", "H", "H", "H", "H", "H", "H", "H", "H", "H", "H", "H"], "positions_angstrom": [[-1.754, -2.228, -3.480], [-0.898, -2.628, -2.448], [-1.258, -2.411, -1.109], [-2.476, -1.782, -0.786], [-2.959, -1.483, 0.991], [-4.807, -1.313, 1.105], [-5.539, -2.353, 1.697], [-6.934, -2.278, 1.788], [-7.613, -1.160, 1.288], [-6.889, -0.112, 0.706], [-5.491, -0.188, 0.610], [-2.361, -2.942, 1.973], [-2.372, -4.211, 1.375], [-1.814, -5.313, 2.035], [-1.234, -5.154, 3.299], [-1.263, -3.900, 3.920], [-1.856, -2.806, 3.276], [-2.165, -0.001, 1.849], [-3.023, 0.786, 2.870], [-3.218, 2.183, 2.291], [-2.136, 2.367, 1.223], [-1.646, 1.010, 0.934], [-0.657, 0.782, 0.102], [0.171, 1.900, -0.409], [0.152, 2.006, -1.926], [0.060, 3.295, -2.443], [-0.010, 3.522, -3.812], [-0.070, 2.435, -4.684], [0.046, 1.141, -4.170], [0.221, 0.925, -2.792], [-3.325, -1.382, -1.830], [-2.957, -1.585, -3.167], [-1.475, -2.404, -4.524], [0.057, -3.108, -2.677], [-0.578, -2.736, -0.314], [-5.008, -3.224, 2.088], [-7.484, -3.101, 2.249], [-8.702, -1.108, 1.357], [-7.411, 0.768, 0.320], [-4.948, 0.636, 0.135], [-2.802, -4.341, 0.379], [-1.823, -6.291, 1.550], [-0.773, -6.005, 3.805], [-0.822, -3.765, 4.910], [-1.900, -1.842, 3.789], [-1.316, -0.453, 2.383], [-3.961, 0.271, 3.091], [-2.441, 0.825, 3.799], [-4.213, 2.293, 1.850], [-3.117, 2.949, 3.063], [-2.511, 2.861, 0.310], [-1.323, 2.992, 1.635], [-0.429, -0.255, -0.167], [-0.305, 2.838, -0.092], [0.024, 4.129, -1.738], [-0.038, 4.550, -4.172], [-0.177, 2.613, -5.755], [0.004, 0.295, -4.853], [0.357, -0.078, -2.386], [-4.287, -0.917, -1.596], [-3.615, -1.239, -3.968], [7.148, -0.236, -3.180], [6.775, -0.522, -2.112], [6.353, -0.801, -0.290], [6.153, 1.066, -0.214], [6.162, 2.232, -0.284], [8.214, -0.468, -0.034], [9.335, -0.154, -0.012], [6.500, -2.774, 0.552], [5.737, -2.860, -0.619], [4.661, -1.983, -0.801], [4.267, -1.096, 0.213], [3.203, -0.135, -0.079], [2.359, 0.736, -0.208], [1.527, 1.893, 0.213], [2.162, 3.274, -0.016], [1.673, 4.312, 0.795], [1.832, 5.637, 0.403], [2.589, 5.916, -0.744], [3.246, 4.891, -1.429], [3.019, 3.552, -1.082], [5.061, -1.015, 1.384], [6.147, -1.872, 1.572], [7.367, -3.417, 0.689], [5.991, -3.552, -1.427], [4.080, -1.975, -1.725], [1.398, 1.827, 1.312], [1.149, 4.072, 1.729], [1.371, 6.426, 1.003], [2.647, 6.948, -1.097], [3.914, 5.126, -2.257], [3.507, 2.745, -1.632], [4.795, -0.275, 2.143], [6.746, -1.798, 2.486]], "forces_ev_per_a": [[0.0, 0.2, 0.3], [-0.1, 0.0, 0.3], [0.1, 0.1, -0.5], [0.3, 0.3, -0.3], [-1.2, -1.1, 0.0], [-0.2, 0.1, 0.0], [-0.3, 0.2, -0.1], [0.1, 0.1, -0.1], [0.3, -0.1, 0.1], [0.3, 0.0, 0.0], [-0.6, -0.2, 0.2], [0.0, -0.1, 0.2], [0.3, -0.3, 0.4], [-0.1, 0.2, 0.0], [-0.1, 0.2, -0.1], [-0.1, 0.1, 0.0], [0.3, -0.5, -0.2], [-0.1, 0.0, 0.2], [0.5, -0.5, 0.3], [-0.4, 0.2, -0.2], [-0.2, 0.9, 0.6], [2.4, 0.0, -1.2], [-1.3, 0.2, 1.0], [-1.9, 0.7, -1.3], [0.2, 0.2, -0.1], [-0.2, 0.3, 0.0], [-0.1, 0.0, 0.2], [0.2, 0.0, 0.2], [0.2, 0.0, 0.1], [-0.3, 0.0, -0.3], [0.3, 0.0, -0.3], [0.0, -0.1, 0.1], [-0.1, 0.1, 0.4], [-0.4, 0.1, 0.0], [-0.2, 0.0, -0.2], [-0.3, 0.2, -0.1], [0.1, 0.3, -0.2], [0.4, 0.0, 0.0], [0.1, -0.3, 0.1], [-0.1, -0.2, 0.1], [0.2, 0.0, 0.3], [0.0, 0.3, 0.2], [-0.2, 0.3, -0.2], [-0.2, -0.1, -0.3], [0.1, -0.3, -0.1], [0.0, 0.3, -0.3], [0.1, 0.2, -0.1], [-0.3, 0.1, -0.1], [0.2, -0.1, 0.1], [-0.1, -0.1, -0.1], [0.2, -0.4, 0.3], [-0.2, -0.4, -0.3], [0.0, 0.3, 0.5], [0.3, -0.4, 0.1], [0.1, -0.1, -0.3], [-0.1, -0.3, 0.0], [0.0, -0.2, 0.3], [0.1, 0.1, 0.2], [-0.2, 0.1, -0.3], [0.3, -0.2, -0.2], [0.2, -0.2, 0.3], [-1.5, -1.1, 3.7], [1.9, 1.1, -5.3], [3.0, -1.0, -1.3], [-1.5, 8.9, 0.4], [0.4, -4.3, 0.0], [5.8, 1.1, 0.3], [-4.0, -1.1, 0.1], [-0.3, -1.9, 0.1], [0.1, -1.6, 0.2], [-0.8, -0.1, -1.0], [-2.3, 0.5, 0.7], [-0.1, 0.1, 0.4], [1.4, -0.5, 1.3], [1.5, 0.1, 0.6], [0.1, -0.1, 0.0], [0.0, -0.1, -0.3], [0.2, -0.3, 0.0], [-0.1, 0.1, 0.1], [-0.1, -0.1, 0.2], [-0.2, 0.4, 0.3], [-2.3, 0.2, 0.8], [0.6, 0.2, 0.5], [-0.2, 0.1, -0.1], [0.1, 0.3, 0.4], [0.3, -0.2, 0.3], [0.1, -0.3, -0.4], [0.0, 0.1, -0.4], [0.3, -0.2, -0.3], [0.2, -0.3, 0.2], [-0.2, 0.0, 0.2], [-0.3, 0.2, 0.0], [0.2, -0.3, -0.3], [-0.2, -0.1, -0.5]], "multiplicity": 4, "gap_ev": [6.723, 5.398], "total_charge": 2, "homo_energy_ev": [-12.12, -13.10], "lumo_energy_ev": [-5.40, -7.70]}

=====

no.,energy (eV)
1,-198852.2026
2,-195869.6119
3,-94338.6105